1.
A structure of composition C4H6O5Yb in a non-equilibrium geometry. Source: the Open Molecules 2025 dataset; level of theory: ωB97M-V/def2-TZVPD.

## Properties
Net charge: +3
<S²>: 0.765
Relative energy (zero: lowest compared OMol25 entry of this formula, charge and spin), kcal per mole: 70.75
Frontier orbital gap (spin up / spin down), eV: 9.19 / 5.38
2S+1: 2
E_tot, eV: -45973.7620

Structure (XYZ):
```
16
Properties=species:S:1:pos:R:3:lowdin_charge:R:1
O 2.41 -1.56 2.20 0.289
C 1.79 -1.23 1.10 -0.581
O 0.48 -0.90 1.26 -0.093
O 2.40 -0.79 0.14 0.225
H 1.84 -1.81 2.93 0.179
C 0.97 0.91 -1.50 0.316
C -0.12 1.42 -0.84 0.047
O -1.24 0.53 -0.83 -0.140
C -2.47 0.98 -0.68 0.047
O -3.09 -0.12 -0.26 -0.034
Yb -1.59 -1.65 0.34 1.780
H 1.75 1.64 -1.75 0.159
H 0.88 -0.07 -1.97 0.140
H -0.45 2.44 -0.99 0.187
H 0.51 0.28 1.09 0.293
H -4.06 -0.06 -0.24 0.184
```

=====

2.
An isolated molecule of C6H10 in a non-equilibrium geometry. Source: the Open Molecules 2025 dataset; level of theory: ωB97M-V/def2-TZVPD.

## Properties
SMILES: C=C(C)/C=C/C
Relative energy (zero: lowest compared OMol25 entry of this formula, charge and spin), kcal per mole: 55.06
Frontier orbital gap, eV: 9.16
2S+1: 1
E_tot, eV: -6381.4719

Structure (XYZ):
```
16
Properties=species:S:1:pos:R:3:lowdin_charge:R:1
C -1.23 -0.80 -1.39 -0.088
C -0.60 0.54 -0.84 -0.310
C -0.76 1.72 -1.55 0.013
C 1.55 -1.08 2.15 -0.108
C 0.45 -0.44 1.30 -0.143
C 0.45 0.52 0.30 -0.091
H -1.93 -1.37 -0.77 0.056
H -0.45 -1.59 -1.56 0.084
H -1.89 -0.64 -2.28 0.072
H -1.17 1.69 -2.56 0.047
H -0.04 2.54 -1.40 0.058
H 1.26 -1.70 2.96 0.057
H 2.29 -1.62 1.52 0.090
H 2.16 -0.31 2.45 0.031
H -0.52 -1.14 1.39 0.126
H 1.12 1.40 0.44 0.104
```

=====

3.
An isolated molecule of C4H4Cl4O in a non-equilibrium geometry. Source: the Open Molecules 2025 dataset; level of theory: ωB97M-V/def2-TZVPD.

## Properties
SMILES: C[C@H](Cl)C(Cl)(Cl)C(=O)Cl
Relative energy (zero: lowest compared OMol25 entry of this formula, charge and spin), kcal per mole: 0.00
Frontier orbital gap, eV: 11.22
2S+1: 1
E_tot, eV: -56349.6015

Structure (XYZ):
```
13
Properties=species:S:1:pos:R:3:lowdin_charge:R:1
C -0.86 1.72 -0.37 -0.966
C 0.77 -1.71 0.27 -0.136
C -0.22 -0.60 0.11 -0.738
C 0.29 0.85 0.04 -1.253
O -0.87 2.19 -1.43 0.047
Cl -2.08 2.04 0.90 0.661
Cl -1.02 -0.92 -1.54 0.627
Cl 1.57 1.12 -1.14 0.736
Cl 0.72 1.43 1.63 0.689
H 1.54 -1.49 -0.54 0.081
H 1.19 -1.58 1.25 0.070
H 0.09 -2.57 0.04 0.090
H -1.10 -0.49 0.78 0.091
```

=====

Among the records above, which one has the highest E_tot? C6H10

=====

Which of these has the highest relative energy (zero: lowest compared OMol25 entry of this formula, charge and spin)? C4H6O5Yb

=====

Which of these has the highest relative energy (zero: lowest compared OMol25 entry of this formula, charge and spin)? C4H6O5Yb

=====

Which of these has the highest 2S+1? C4H6O5Yb